No. 1
C47H50BrN10O5PS | ωB97M-V/def2-TZVPD

Each line ends with the Löwdin charge.
Atoms and positions in Å:
N 1.5512 -1.4301 0.1730  -0.15
P 0.8954 -0.3964 -1.0080  0.83
O 0.7565 0.9815 -0.1130  -0.28
C -0.9301 -0.8025 -0.8397  -0.97
Br -1.1510 -2.5099 -1.7320  0.79
C -1.8619 0.2497 -1.4766  -0.20
O -2.2869 1.0603 -0.3674  -0.20
S -2.3329 0.2499 0.9791  0.58
O -3.6360 -0.2968 1.1761  -0.23
O -1.7052 0.9962 2.0110  -0.21
O -1.3536 -0.9323 0.5117  -0.26
H 1.8184 -2.3231 -0.2229  0.03
H 0.9671 -1.6025 0.9856  0.05
H 1.6492 1.3018 0.0829  0.05
H -2.7269 -0.1924 -1.9657  0.08
H -1.3179 0.8969 -2.1589  0.13
N 2.7553 0.4143 -4.1130  0.05
C 2.8551 0.9443 -5.3307  -0.16
C 3.2787 0.2369 -6.4459  -0.08
C 3.6283 -1.0949 -6.2899  -0.08
C 3.5352 -1.6578 -5.0277  -0.07
C 3.0899 -0.8652 -3.9794  -0.18
H 2.5833 1.9905 -5.4196  0.10
H 3.3336 0.7245 -7.4097  0.10
H 3.9665 -1.6814 -7.1343  0.10
H 3.7971 -2.6926 -4.8532  0.10
H 2.9943 -1.2809 -2.9828  0.06
N -4.4248 -5.2051 0.0506  0.05
C -3.8878 -4.1224 0.6124  -0.14
C -4.5153 -3.3827 1.6045  -0.07
C -5.7670 -3.7893 2.0392  -0.07
C -6.3407 -4.9118 1.4623  -0.06
C -5.6304 -5.5789 0.4771  -0.16
H -2.9162 -3.8306 0.2320  0.06
H -4.0341 -2.5045 2.0128  0.09
H -6.2878 -3.2370 2.8109  0.11
H -7.3185 -5.2637 1.7613  0.10
H -6.0509 -6.4592 0.0032  0.09
N 4.2716 1.8658 2.7045  0.06
C 4.2096 2.9433 3.4859  -0.15
C 3.0346 3.3818 4.0839  -0.07
C 1.8654 2.6746 3.8621  -0.08
C 1.9171 1.5517 3.0501  -0.08
C 3.1390 1.1931 2.5004  -0.17
H 5.1383 3.4848 3.6291  0.07
H 3.0453 4.2648 4.7091  0.10
H 0.9317 2.9885 4.3110  0.11
H 1.0323 0.9639 2.8420  0.09
H 3.2125 0.3130 1.8674  0.09
N -4.8702 -0.9180 -2.4224  0.05
C -5.3380 -0.0998 -3.3661  -0.15
C -6.3961 0.7736 -3.1665  -0.08
C -7.0021 0.8021 -1.9197  -0.08
C -6.5281 -0.0447 -0.9309  -0.06
C -5.4655 -0.8859 -1.2305  -0.15
H -4.8419 -0.1482 -4.3293  0.11
H -6.7334 1.4126 -3.9715  0.10
H -7.8266 1.4755 -1.7219  0.11
H -6.9659 -0.0566 0.0579  0.11
H -5.0692 -1.5568 -0.4777  0.08
N -2.3384 -11.1316 0.4629  0.05
C -1.8796 -10.2792 -0.4512  -0.16
C -2.3763 -8.9952 -0.6214  -0.07
C -3.4070 -8.5678 0.2006  -0.08
C -3.8943 -9.4468 1.1552  -0.07
C -3.3287 -10.7105 1.2463  -0.16
H -1.0737 -10.6428 -1.0793  0.10
H -1.9642 -8.3463 -1.3827  0.10
H -3.8130 -7.5694 0.1002  0.07
H -4.6972 -9.1610 1.8223  0.10
H -3.6871 -11.4197 1.9845  0.10
N 7.1246 4.8600 2.9055  0.05
C 7.3337 5.8493 2.0399  -0.15
C 8.5555 6.4885 1.8889  -0.08
C 9.6200 6.0802 2.6774  -0.09
C 9.4151 5.0492 3.5803  -0.07
C 8.1550 4.4742 3.6552  -0.15
H 6.4819 6.1430 1.4364  0.10
H 8.6663 7.2872 1.1675  0.10
H 10.5867 6.5616 2.5965  0.09
H 10.2142 4.6957 4.2179  0.10
H 7.9634 3.6621 4.3484  0.10
N -4.8329 5.2652 -2.7980  0.05
C -3.8524 5.9578 -2.2242  -0.16
C -3.1195 5.4959 -1.1400  -0.07
C -3.4179 4.2464 -0.6222  -0.07
C -4.4386 3.5134 -1.2089  -0.07
C -5.1116 4.0668 -2.2868  -0.15
H -3.6407 6.9310 -2.6534  0.10
H -2.3314 6.1043 -0.7173  0.10
H -2.8627 3.8495 0.2177  0.10
H -4.7075 2.5298 -0.8455  0.09
H -5.9113 3.5193 -2.7724  0.08
N 11.6666 8.6710 4.0408  0.05
C 10.4130 8.9105 4.4197  -0.16
C 10.0485 9.2161 5.7225  -0.07
C 11.0418 9.2838 6.6859  -0.08
C 12.3521 9.0417 6.3055  -0.07
C 12.6112 8.7394 4.9767  -0.15
H 9.6596 8.8446 3.6429  0.10
H 9.0106 9.3925 5.9696  0.10
H 10.7996 9.5191 7.7142  0.11
H 13.1616 9.0823 7.0215  0.10
H 13.6253 8.5421 4.6475  0.10
N -7.1916 -6.0180 -5.1358  0.05
C -6.3133 -5.4267 -4.3284  -0.15
C -5.8445 -5.9940 -3.1517  -0.07
C -6.3154 -7.2486 -2.7980  -0.09
C -7.2290 -7.8787 -3.6275  -0.07
C -7.6339 -7.2222 -4.7808  -0.16
H -5.9656 -4.4468 -4.6372  0.10
H -5.1281 -5.4708 -2.5321  0.08
H -5.9687 -7.7351 -1.8944  0.09
H -7.6225 -8.8580 -3.3906  0.10
H -8.3474 -7.6860 -5.4531  0.10

Forces on atoms 1 to 3 (eV/Å):
-0.250 -0.197 -0.267
0.089 -0.153 0.431
0.203 -0.235 -0.171

Computed properties:
Orbital gap = 0.359 Ha
Charge = 0
Electronic energy = -164853.801 eV
Max |F| = 0.0091 Eh/bohr

=====

No. 2
C47H50ClN12NaO7 | ωB97M-V/def2-TZVPD

Each line ends with the Löwdin charge.
Atoms and positions in Å:
Na 13.4052 11.7376 17.4496  0.32
C 9.4914 5.6728 14.8698  -0.09
C 10.3214 6.6908 15.6308  -0.32
C 9.6620 7.8277 16.1835  -0.08
C 10.3122 8.7499 16.9936  -0.01
C 11.6889 8.4856 17.3554  -0.24
N 12.1688 9.0348 18.4833  0.08
C 11.3480 8.9721 19.5366  -0.25
C 10.9631 7.6290 19.9470  -0.01
C 9.9136 7.4589 20.8101  -0.09
C 9.3653 8.5477 21.5344  -0.31
C 8.1702 8.1909 22.3718  -0.09
C 9.9916 9.7826 21.3997  -0.01
C 11.0213 10.0308 20.4301  -0.11
N 11.8857 11.1431 20.5920  -0.05
C 11.8539 11.9290 21.7330  -0.08
C 12.8716 12.8619 21.6711  -0.08
C 13.5742 12.5309 20.4636  -0.11
N 12.9798 11.4867 19.8451  0.09
C 12.4132 7.5876 16.4771  -0.16
C 11.6989 6.5902 15.7666  -0.02
N 13.7772 7.6762 16.3843  -0.08
C 14.7065 6.9469 15.6021  -0.07
C 15.9816 7.4764 15.8479  -0.09
C 15.7411 8.6239 16.6824  -0.14
N 14.4394 8.7156 16.9871  0.11
H 10.1281 4.8488 14.4407  0.08
H 9.0164 6.1626 14.0286  0.05
H 8.7424 5.2443 15.4965  0.05
H 8.6072 7.9848 16.0422  0.09
H 9.8172 9.6281 17.4059  0.08
H 11.2672 6.8091 19.3135  0.11
H 9.4677 6.5061 20.9311  0.08
H 7.7032 9.0656 22.8435  0.07
H 8.4596 7.4533 23.1324  0.07
H 7.4719 7.7038 21.7196  0.06
H 9.6231 10.5699 22.0465  0.09
H 11.0864 11.7791 22.4602  0.08
H 13.2068 13.5003 22.4796  0.07
H 14.4792 12.9598 20.0466  0.09
H 12.2997 5.8893 15.2066  0.08
H 14.2959 6.0658 15.1025  0.09
H 16.9255 7.1335 15.4078  0.07
H 16.4033 9.2775 17.2431  0.05
C 19.1760 7.9260 20.2807  -0.03
C 18.8784 9.1448 19.5135  -0.42
N 17.6683 9.4506 19.0311  0.18
C 17.8082 10.7396 18.5224  -0.09
C 19.1832 11.0936 18.4911  -0.09
N 19.7721 10.1063 19.2996  0.12
C 20.0010 12.2350 18.0228  -0.48
O 20.5623 12.9861 18.9761  0.12
O 20.2109 12.4133 16.8487  0.12
C 16.5823 11.5833 18.1966  -0.62
O 16.6210 12.7342 18.6961  -0.03
O 15.6488 11.1108 17.5118  -0.07
H 20.1827 7.6845 20.0782  0.05
H 18.4765 7.1335 19.8740  0.11
H 18.9376 8.0542 21.3633  0.09
H 20.7709 10.0494 19.3941  0.15
H 20.3182 12.7783 19.8672  0.10
C 11.2635 9.3632 9.4051  -0.05
C 12.2436 10.4877 9.0705  -0.52
C 11.4826 11.6470 8.3467  -0.05
C 13.2177 9.9944 8.0151  -0.07
C 13.0182 10.9901 10.4020  -0.42
O 13.5311 9.7790 10.9236  0.01
C 14.1207 11.9576 10.0122  -0.12
C 15.2760 12.2404 10.9863  -0.12
C 16.2144 11.0469 11.1706  -0.22
C 16.8784 10.4739 10.0322  -0.05
C 17.7328 9.4255 10.2460  -0.12
C 17.9786 8.9609 11.5910  -0.64
Cl 19.1015 7.6414 11.7518  0.62
C 17.3666 9.5515 12.7072  -0.08
C 16.5093 10.6152 12.4937  -0.01
C 11.9728 11.6094 11.3829  -0.06
N 12.4272 11.9380 12.7221  -0.13
C 12.6217 11.0936 13.7886  -0.09
N 13.2536 11.7360 14.7448  0.12
C 13.3139 13.0019 14.2891  -0.20
N 12.7545 13.1856 13.0988  0.09
H 10.7394 9.1709 8.4397  0.09
H 10.5177 9.6936 10.1286  0.07
H 11.8197 8.4866 9.7936  0.10
H 10.8334 11.2204 7.5719  0.07
H 12.2204 12.2681 7.7681  0.09
H 10.8690 12.2835 9.0196  0.08
H 12.5982 9.6748 7.2032  0.07
H 13.7861 9.0711 8.3399  0.11
H 13.9164 10.7338 7.6954  0.05
H 14.4442 9.8275 11.2074  0.07
H 13.5573 12.8801 9.8069  0.13
H 14.5729 11.6041 9.0592  0.09
H 14.8485 12.6116 11.9310  0.09
H 15.8427 13.1273 10.6038  0.13
H 16.7302 10.9005 9.0486  0.11
H 18.2034 8.8937 9.4174  0.09
H 17.4911 9.1117 13.7024  0.11
H 15.9511 11.0354 13.3707  0.14
H 11.0881 10.8976 11.4575  0.14
H 11.5871 12.5513 10.9201  0.12
H 12.4434 10.0492 13.7737  0.13
H 13.6143 13.8318 14.9019  0.09
C 7.4667 13.5522 17.8795  -0.03
N 8.9080 13.7798 17.6191  -0.07
C 9.3489 15.0434 17.4142  -0.09
C 10.6491 15.2628 17.1340  -0.01
C 11.5563 14.1669 17.0959  -0.56
O 12.7639 14.3500 16.8451  -0.05
N 11.0476 12.9633 17.3440  0.18
C 9.7827 12.7105 17.7044  -0.52
O 9.3949 11.6226 18.1552  0.00
H 7.0963 14.4190 18.4637  0.08
H 7.4271 12.5964 18.4319  0.08
H 6.9213 13.5397 16.9251  0.08
H 8.6048 15.8212 17.4939  0.11
H 10.9681 16.2257 16.8047  0.09

Forces on atoms 1 to 3 (eV/Å):
-0.102 -0.334 -0.070
1.657 -0.094 -0.636
-0.795 0.272 0.187

Computed properties:
Orbital gap = 0.152 Ha
Charge = -2
Electronic energy = -98703.654 eV
Max |F| = 0.0954 Eh/bohr

=====

No. 3
C47H50Ge2N4O7PSTi | ωB97M-V/def2-TZVPD

Each line ends with the Löwdin charge.
Atoms and positions in Å:
Ti 0.4094 0.2108 -0.0475  0.82
O 2.4324 0.4229 0.5667  -0.43
S 3.0446 0.4998 -0.7993  0.50
O 4.2005 -0.2919 -1.0264  -0.23
O 1.8761 0.2902 -1.7006  -0.45
C 3.5140 2.2081 -0.9341  -0.25
C 4.8579 2.4817 -1.1333  -0.04
C 5.2926 3.7990 -1.1417  -0.06
C 4.3850 4.8264 -0.9408  -0.06
C 3.0403 4.5398 -0.7526  -0.08
C 2.5791 3.2280 -0.7480  -0.30
P 0.7661 2.8800 -0.7052  1.11
C 0.3278 3.5746 -2.3279  -0.35
C 0.3215 2.7006 -3.4119  -0.08
C 0.0619 3.1794 -4.6861  -0.07
C -0.2031 4.5268 -4.8862  -0.08
C -0.2015 5.3983 -3.8079  -0.07
C 0.0680 4.9256 -2.5313  -0.09
C 0.1675 4.0207 0.5819  -0.37
C -1.1118 4.5708 0.5220  -0.10
C -1.6197 5.2769 1.6044  -0.07
C -0.8638 5.4319 2.7581  -0.09
C 0.4052 4.8713 2.8303  -0.08
C 0.9160 4.1674 1.7508  -0.10
H 5.5514 1.6634 -1.2680  0.12
H 6.3401 4.0194 -1.2984  0.11
H 4.7190 5.8558 -0.9390  0.11
H 2.3391 5.3534 -0.6157  0.11
H 0.5212 1.6469 -3.2633  0.09
H 0.0602 2.4945 -5.5241  0.11
H -0.4119 4.8976 -5.8813  0.10
H -0.4089 6.4500 -3.9588  0.10
H 0.0709 5.6172 -1.6991  0.10
H -1.7200 4.4298 -0.3637  0.09
H -2.6109 5.7083 1.5450  0.11
H -1.2598 5.9902 3.5966  0.10
H 1.0000 4.9824 3.7281  0.11
H 1.9027 3.7252 1.8251  0.11
C -3.9584 -0.8480 2.4749  -0.06
C -4.2257 -1.7004 1.2433  -0.17
C -3.7724 -1.0556 -0.0753  -0.29
C -4.0480 -2.0368 -1.2513  -0.14
C -3.9220 -1.4293 -2.6420  -0.06
C -4.5760 0.1990 -0.3331  -0.43
O -5.7779 0.2600 -0.2104  0.11
N -3.8546 1.2845 -0.7707  0.22
C -2.4766 1.3894 -0.9367  -0.50
O -2.0228 2.4559 -1.3193  0.02
N -1.6923 0.3257 -0.5739  0.08
C -2.2755 -0.7956 -0.0416  -0.44
O -1.5379 -1.6234 0.4753  -0.05
H -4.3060 -1.3567 3.3749  0.08
H -4.4744 0.1139 2.4198  0.08
H -2.8900 -0.6674 2.6036  0.06
H -5.2935 -1.8997 1.1460  0.12
H -3.7125 -2.6563 1.3337  0.11
H -5.0595 -2.4171 -1.0968  0.13
H -3.3538 -2.8737 -1.1373  0.12
H -4.6858 -0.6701 -2.8202  0.08
H -4.0411 -2.2038 -3.3997  0.08
H -2.9375 -0.9824 -2.8027  0.07
H -4.3753 2.1114 -1.0270  0.17
C 1.7924 -3.5755 2.9469  -0.27
Ge 0.6055 -4.0188 1.4082  0.70
C 1.0485 -5.8682 0.9006  -0.25
C -1.1839 -4.1067 2.2133  -0.26
Ge 0.9685 -2.4273 -0.3932  0.85
C -0.1641 -3.0021 -1.9202  -0.34
C -0.2110 -2.1952 -3.0603  -0.14
C -0.8860 -2.5901 -4.2101  -0.10
C -1.5561 -3.8034 -4.2380  -0.11
C -1.5417 -4.6134 -3.1098  -0.09
C -0.8486 -4.2165 -1.9739  -0.11
C 2.7538 -3.0556 -1.0235  -0.35
C 3.0729 -3.0558 -2.3826  -0.11
C 4.3071 -3.4922 -2.8421  -0.09
C 5.2671 -3.9420 -1.9472  -0.10
C 4.9754 -3.9475 -0.5915  -0.09
C 3.7381 -3.5069 -0.1432  -0.14
H 2.4087 -4.4402 3.1989  0.02
H 1.1890 -3.3343 3.8260  0.01
H 2.4705 -2.7407 2.7604  0.00
H 1.4207 -6.4188 1.7664  0.01
H 1.8125 -5.8901 0.1228  0.01
H 0.1640 -6.3886 0.5296  0.01
H -1.1628 -4.8142 3.0463  0.02
H -1.9222 -4.4490 1.4874  0.01
H -1.5066 -3.1340 2.5849  0.00
H 0.3158 -1.2473 -3.0694  0.08
H -0.8898 -1.9460 -5.0819  0.10
H -2.0820 -4.1173 -5.1312  0.10
H -2.0602 -5.5647 -3.1202  0.10
H -0.8411 -4.8823 -1.1189  0.08
H 2.3449 -2.7154 -3.1100  0.09
H 4.5170 -3.4799 -3.9052  0.10
H 6.2308 -4.2852 -2.3025  0.10
H 5.7121 -4.2946 0.1233  0.10
H 3.5534 -3.5219 0.9254  0.07
N -1.0730 2.1024 6.7230  0.18
C -0.1712 1.2135 6.2284  -0.49
O 0.6525 0.6524 6.9160  0.08
C -0.2107 0.9683 4.7291  -0.09
C -0.9864 1.7147 3.8465  0.01
C -0.9044 1.4327 2.4963  -0.10
N -0.1282 0.4515 2.0261  -0.02
C 0.5909 -0.2904 2.8768  -0.08
C 0.5987 -0.0452 4.2377  0.05
H -1.1142 2.1786 7.7264  0.12
H -1.8940 2.3603 6.2069  0.09
H -1.6150 2.5371 4.1563  0.11
H -1.4546 2.0171 1.7681  0.12
H 1.1931 -1.0775 2.4419  0.07
H 1.2138 -0.6310 4.9044  0.13

Forces on atoms 1 to 3 (eV/Å):
-0.101 -1.262 -0.971
0.074 -0.029 0.124
-0.150 0.468 0.155

Computed properties:
2S+1 = 2
Orbital gap (alpha / beta) = 0.225 / 0.223 Ha
Charge = 0
Electronic energy = -226120.289 eV
Max |F| = 0.0310 Eh/bohr

=====

No. 4
C47H50LiN4OP2 | ωB97M-V/def2-TZVPD

Each line ends with the Löwdin charge.
Atoms and positions in Å:
Li 0.3215 0.3459 0.2364  0.43
C 0.0390 5.4936 5.1874  -0.02
C 0.9767 4.5847 4.3764  -0.43
C 2.4373 4.8676 4.7660  -0.01
C 0.6542 3.1327 4.6799  -0.09
C 0.6323 2.6761 5.9948  -0.01
C 0.3323 1.3630 6.3123  -0.05
C 0.0439 0.4697 5.2963  -0.08
C 0.0808 0.8751 3.9681  -0.27
P -0.3758 -0.2551 2.6122  1.08
C 0.5152 -1.7980 2.9961  -0.38
C 1.7250 -1.8038 3.6853  -0.10
C 2.4502 -2.9797 3.8216  -0.08
C 1.9773 -4.1624 3.2738  -0.08
C 0.7769 -4.1639 2.5750  -0.08
C 0.0599 -2.9882 2.4268  -0.11
C -2.1190 -0.6041 3.0454  -0.36
C -2.5578 -1.6767 3.8155  -0.08
C -3.9084 -1.8286 4.0973  -0.07
C -4.8310 -0.9074 3.6239  -0.07
C -4.4018 0.1729 2.8654  -0.08
C -3.0553 0.3185 2.5751  -0.12
C 0.3866 2.2076 3.6792  -0.19
O 0.4039 2.5420 2.3466  -0.05
C 0.5430 3.8558 1.9701  -0.19
C 0.4216 4.1151 0.6010  -0.27
C 0.5485 5.4288 0.1655  -0.07
C 0.7966 6.4534 1.0609  -0.05
C 0.9247 6.1609 2.4066  -0.01
C 0.7984 4.8631 2.8934  -0.09
P 0.1610 2.7510 -0.5941  1.08
C 1.3442 3.1660 -1.9238  -0.37
C 2.5584 2.4847 -1.9221  -0.09
C 3.5321 2.7736 -2.8676  -0.07
C 3.2962 3.7412 -3.8309  -0.07
C 2.0828 4.4166 -3.8497  -0.07
C 1.1134 4.1323 -2.9028  -0.11
C -1.4540 3.1818 -1.3367  -0.38
C -2.4447 3.8325 -0.6072  -0.08
C -3.6877 4.0819 -1.1742  -0.07
C -3.9516 3.6917 -2.4779  -0.08
C -2.9730 3.0317 -3.2101  -0.09
C -1.7383 2.7678 -2.6396  -0.13
H 0.1540 5.3183 6.2555  0.08
H -1.0021 5.3121 4.9205  0.10
H 0.2616 6.5436 5.0083  0.08
H 2.5931 4.6825 5.8284  0.09
H 2.6947 5.9064 4.5615  0.09
H 3.1189 4.2292 4.2028  0.10
H 0.8525 3.3695 6.7951  0.12
H 0.3144 1.0435 7.3443  0.11
H -0.2126 -0.5561 5.5322  0.11
H 2.1064 -0.8885 4.1191  0.10
H 3.3830 -2.9715 4.3703  0.11
H 2.5364 -5.0803 3.3948  0.11
H 0.3982 -5.0817 2.1455  0.11
H -0.8763 -3.0050 1.8782  0.10
H -1.8490 -2.4006 4.1971  0.10
H -4.2396 -2.6688 4.6924  0.11
H -5.8818 -1.0287 3.8483  0.11
H -5.1158 0.8985 2.4983  0.11
H -2.7228 1.1679 1.9849  0.10
H 0.4599 5.6524 -0.8891  0.10
H 0.8987 7.4711 0.7120  0.11
H 1.1379 6.9641 3.0988  0.12
H 2.7444 1.7176 -1.1795  0.07
H 4.4716 2.2383 -2.8530  0.11
H 4.0512 3.9656 -4.5716  0.11
H 1.8903 5.1652 -4.6060  0.11
H 0.1660 4.6558 -2.9419  0.10
H -2.2425 4.1648 0.4040  0.11
H -4.4450 4.5961 -0.5982  0.11
H -4.9144 3.9007 -2.9236  0.11
H -3.1703 2.7270 -4.2293  0.11
H -0.9757 2.2666 -3.2259  0.11
C 2.4878 -2.5332 -0.4620  0.01
C 2.9035 -1.3657 0.3576  -0.40
N 2.2156 -0.2594 0.5354  0.01
C 2.9800 0.5454 1.3586  -0.16
C 4.1360 -0.0904 1.6747  -0.07
N 4.0739 -1.3024 1.0296  0.12
H 1.4472 -2.4152 -0.7569  0.08
H 2.5824 -3.4588 0.1048  0.08
H 3.0935 -2.6144 -1.3654  0.09
H 2.6426 1.5195 1.6668  0.10
H 4.9751 0.1992 2.2789  0.12
H 4.7678 -2.0299 1.0633  0.17
C -3.7110 -1.0799 -3.4309  -0.04
C -3.4524 -1.0365 -1.9287  -0.63
C -4.3481 0.0217 -1.2743  -0.03
C -3.7201 -2.4052 -1.3075  -0.04
N -2.0099 -0.7331 -1.7906  -0.06
N -1.5905 -0.3976 -0.4677  -0.05
H -4.7360 -1.3866 -3.6342  0.09
H -3.0343 -1.7843 -3.9133  0.09
H -3.5620 -0.0942 -3.8775  0.07
H -5.3878 -0.1467 -1.5542  0.09
H -4.0710 1.0278 -1.6000  0.07
H -4.3044 -0.0211 -0.1841  0.06
H -4.7592 -2.6926 -1.4655  0.09
H -3.5542 -2.3978 -0.2271  0.07
H -3.0776 -3.1610 -1.7581  0.09
H -1.7893 0.0709 -2.3691  0.08
H -1.6754 -1.2435 0.0912  0.05
H -2.2347 0.2730 -0.0404  0.04

Forces on atoms 1 to 3 (eV/Å):
-0.197 -0.092 -0.168
0.003 -0.003 -0.005
-0.012 0.002 0.011

Computed properties:
Orbital gap = 0.331 Ha
Charge = +1
Electronic energy = -76339.845 eV
Max |F| = 0.0053 Eh/bohr

=====

Q: Which value of charge does entry 1 give?
A: 0